1.
Below is an isolated molecule of C22H23NO7 at a distorted geometry, with properties calculated with ωB97M-V/def2-TZVPD.

XYZ file:
```
53
Properties=species:S:1:pos:R:3:forces:R:3:nbo_charge:R:1
C -2.598909 2.401205 3.479943 -0.1 0.1 0.0 -0.252
O -1.697178 1.389759 3.858756 0.1 -0.2 0.1 -0.496
C -1.024818 0.725853 2.875864 0.1 -0.2 -0.1 0.265
C -0.150410 -0.271809 3.295285 -0.2 0.2 0.0 -0.234
C 0.591382 -0.986758 2.377314 0.1 -0.1 -0.2 -0.293
C 0.482464 -0.722899 1.016650 -0.2 0.2 0.1 0.340
O 1.214033 -1.367187 0.051737 -0.2 0.2 0.1 -0.542
C 2.007304 -2.464588 0.429619 0.1 -0.2 0.0 -0.249
C -0.404296 0.270348 0.588340 0.2 -0.2 0.1 -0.079
C -0.592893 0.557712 -0.884843 -0.2 -0.2 0.2 -0.053
C -0.953740 -0.708997 -1.636670 0.4 0.1 -0.5 -0.146
C -2.132908 -1.485461 -1.258272 0.1 0.0 -0.1 0.491
O -2.672972 -1.370168 -0.169368 0.0 -0.1 -0.3 -0.539
C -2.660014 -2.408761 -2.265894 -1.0 -0.9 0.6 0.147
C -3.544850 -3.451694 -2.102792 0.6 0.7 0.1 -0.231
C -3.747691 -3.998735 -3.383146 0.3 0.2 -0.4 -0.323
C -2.987251 -3.244861 -4.232099 -0.5 -0.6 0.0 0.125
O -2.334575 -2.290142 -3.571010 0.2 0.4 -0.1 -0.375
C 0.040084 -0.980175 -2.508669 -0.6 0.2 0.2 0.310
O 0.272408 -1.999334 -3.331085 0.3 0.1 0.1 -0.632
C 1.031038 0.129140 -2.479127 0.1 0.0 -0.1 0.624
O 2.003121 0.195993 -3.212420 0.1 -0.1 -0.1 -0.638
N 0.611535 1.009537 -1.552550 0.0 0.0 0.0 -0.408
C 1.156436 2.336128 -1.444359 0.3 0.4 0.3 -0.230
C 1.995812 2.622175 -0.195305 0.2 0.0 -0.4 0.095
C 3.024493 1.538989 0.167938 -0.1 0.2 -0.1 -0.434
C 3.050308 1.564310 1.703492 -0.1 0.1 0.1 -0.438
C 1.987939 2.616182 2.067793 0.2 0.0 0.3 -0.069
O 1.160372 2.762643 0.936938 -0.1 0.0 -0.3 -0.538
C -1.147643 0.979718 1.516138 0.0 -0.1 0.3 -0.199
H -2.090728 3.209057 2.943142 0.0 0.0 0.0 0.176
H -3.012570 2.789646 4.409565 0.0 0.0 -0.1 0.199
H -3.409519 2.003738 2.861178 0.0 0.0 0.0 0.177
H -0.062962 -0.476826 4.350451 0.0 0.0 0.1 0.224
H 1.256255 -1.756333 2.736594 0.1 -0.1 0.0 0.220
H 2.423835 -2.856377 -0.497550 0.0 0.0 0.1 0.202
H 1.410844 -3.242757 0.915315 0.0 0.0 0.0 0.181
H 2.827497 -2.164562 1.091012 0.0 0.0 0.0 0.174
H -1.378301 1.316182 -0.989904 0.1 -0.1 0.0 0.216
H -3.972676 -3.770556 -1.174879 -0.1 0.0 0.2 0.242
H -4.370709 -4.830051 -3.641903 -0.1 -0.2 -0.1 0.231
H -2.845202 -3.294069 -5.294276 0.1 0.1 -0.1 0.205
H 1.114444 -1.798098 -3.783170 -0.1 0.1 0.1 0.507
H 0.336710 3.061573 -1.468314 0.0 0.0 -0.1 0.209
H 1.794563 2.474066 -2.322253 -0.1 0.1 0.1 0.238
H 2.516345 3.581714 -0.369120 -0.1 -0.1 0.0 0.166
H 3.995029 1.758243 -0.271885 0.0 0.0 0.0 0.216
H 2.687799 0.573715 -0.203650 0.0 0.0 0.0 0.223
H 2.775772 0.595637 2.116004 0.1 0.0 0.0 0.215
H 4.026673 1.844671 2.094661 0.0 0.0 0.0 0.210
H 2.468146 3.579060 2.300512 -0.1 -0.1 0.0 0.160
H 1.355344 2.318320 2.904057 0.0 0.0 0.0 0.200
H -1.825168 1.735884 1.156215 -0.1 0.1 0.0 0.211
```
Forces are in eV/Å.

Summary:
Net charge: 0
ΔE to the lowest compared entry with this formula, charge and spin: 76.3 kJ/mol
SMILES: COc1ccc(OC)c([C@@H]2C(C(=O)c3ccco3)=C(O)C(=O)N2C[C@@H]2CCCO2)c1
Energy: -39008.5308 eV
HOMO: -7.85 eV



2.
Below is a 3-piece molecular cluster, C17H19F3N2O4S3 overall at a distorted geometry, with properties calculated with ωB97M-V/def2-TZVPD.

XYZ file:
```
48
Properties=species:S:1:pos:R:3:forces:R:3:nbo_charge:R:1
C -2.776831 0.455692 0.857911 -1.4 1.0 0.4 -0.456
N -1.940440 -0.217832 -0.057840 1.6 1.8 1.1 -0.731
S 0.812652 3.043141 -0.134984 -1.4 1.3 -2.2 0.269
C -0.911075 3.803814 0.073907 -0.8 0.1 0.2 0.868
F -0.874174 5.004031 -0.570407 0.1 -1.2 0.8 -0.316
F -1.991229 3.138091 -0.409789 1.4 0.4 0.5 -0.310
F -1.121579 3.994311 1.413056 0.0 0.0 -1.3 -0.331
S -2.023667 -0.204951 -1.627464 -1.1 -2.2 -1.7 2.291
C -2.106868 -1.987813 -1.429599 0.6 0.2 1.0 -0.257
C -0.888374 -2.672879 -1.548545 -0.9 0.2 0.2 -0.230
C -0.744682 -3.842573 -0.823166 0.2 -0.3 -0.6 -0.154
C -1.695982 -4.240777 0.102655 -0.8 -0.6 -0.2 -0.202
C -2.899944 -3.552660 0.247959 -0.3 0.2 -0.1 -0.236
C -3.106297 -2.403404 -0.493045 0.5 0.1 -0.7 -0.161
O -3.260173 0.267711 -2.226236 0.8 0.5 0.6 -0.934
O -0.758698 0.049133 -2.285054 -0.4 0.8 0.4 -0.933
H -3.734195 0.856735 0.464470 0.4 -0.2 -0.3 0.206
H -3.081444 -0.185909 1.703883 0.5 0.0 -0.2 0.211
H -2.253592 1.348542 1.268251 -0.2 -0.6 0.1 0.223
H -0.053162 -2.231979 -2.088444 -0.4 -0.2 -0.2 0.246
H 0.120433 -4.452868 -1.020597 0.1 -0.1 0.3 0.225
H -1.584597 -5.140181 0.692241 0.3 -0.1 -0.1 0.230
H -3.672114 -3.924115 0.931858 0.4 0.3 -0.2 0.222
H -3.928045 -1.712929 -0.297629 -0.1 -0.5 -0.3 0.230
C 2.438993 2.768308 -2.677595 0.5 -0.1 -0.5 -0.759
S 3.634289 2.464707 -1.319827 -0.7 0.0 0.0 0.165
C 4.072957 4.161014 -0.908370 0.5 -0.3 0.3 -0.740
C 0.963252 1.977893 1.110642 1.0 -1.6 2.5 -0.240
C 0.872696 0.520450 1.281328 0.5 -0.3 0.4 -0.048
C 0.264787 -0.074852 2.436133 0.5 0.5 -0.2 -0.202
C 0.253089 -1.449047 2.599767 0.5 -0.9 -0.7 -0.180
C 0.996803 -2.234810 1.681376 -0.3 1.9 -0.8 0.097
N 0.848378 -3.654306 1.690862 -0.1 -2.9 0.4 0.483
O 1.438023 -4.370452 0.840723 -0.9 1.8 1.8 -0.387
O 0.087109 -4.134866 2.556230 1.2 0.7 -1.4 -0.380
C 1.758532 -1.651877 0.645065 -0.5 -0.7 0.6 -0.185
C 1.715178 -0.279334 0.459763 -0.4 0.4 0.0 -0.183
H 3.061331 2.548717 -3.561167 -0.7 0.2 0.0 0.231
H 1.577253 2.077709 -2.613053 0.5 0.4 -0.1 0.256
H 2.092994 3.827333 -2.726867 0.3 -0.9 0.3 0.227
H 5.125785 4.081476 -0.603981 -0.3 0.5 -0.1 0.232
H 3.972017 4.746379 -1.820204 0.2 0.2 0.2 0.224
H 3.474671 4.580529 -0.090349 0.1 -0.1 -0.3 0.220
H 1.572927 2.438855 1.890598 -0.5 -0.2 0.5 0.207
H -0.140624 0.564860 3.222661 -0.3 -0.1 -0.5 0.229
H -0.321367 -2.007074 3.355195 0.4 0.7 -0.2 0.261
H 2.311718 -2.353056 0.014048 0.0 0.6 0.2 0.258
H 2.403284 0.261111 -0.206373 -0.6 -0.6 0.0 0.243
```
Forces are in eV/Å.

Summary:
Net charge: 0
ΔE to the lowest compared entry with this formula, charge and spin: 441.0 kJ/mol
Energy: -69754.7980 eV
HOMO: -7.34 eV



3.
Below is a 13-piece molecular cluster, H26O13 overall at a distorted geometry, with properties calculated with ωB97M-V/def2-TZVPD.

XYZ file:
```
39
Properties=species:S:1:pos:R:3:forces:R:3:nbo_charge:R:1
O -1.108657 0.433666 -3.634013 -0.5 0.4 0.7 -0.973
H -0.202635 0.317399 -3.915691 0.3 -0.3 -0.3 0.498
H -1.690659 0.342500 -4.387269 0.1 0.0 -0.3 0.478
O 0.143011 2.373440 0.101585 -2.1 0.3 -1.5 -0.988
H -0.739152 2.479078 -0.431345 2.1 -0.4 1.2 0.512
H 0.512595 1.529008 -0.212931 -0.4 0.1 0.0 0.501
O -3.440649 2.902935 2.211714 0.3 -0.9 0.1 -0.983
H -2.482874 2.694953 2.282978 -0.3 0.1 0.2 0.501
H -3.513611 3.749535 1.796496 0.0 0.8 -0.3 0.472
O -3.406838 0.323265 0.985807 0.8 0.8 -0.9 -0.989
H -4.087337 -0.019267 1.552518 -0.5 0.1 0.4 0.477
H -3.499418 1.306675 0.976419 -0.2 -0.8 0.5 0.501
O -0.933415 1.581557 2.450189 1.2 1.5 -0.4 -1.005
H -1.498463 0.911277 2.118344 -1.1 -1.4 -0.4 0.483
H -0.480366 1.895895 1.608800 -0.3 -0.2 0.8 0.497
O 1.265896 -1.175076 -3.403599 0.6 1.2 0.0 -0.974
H 2.181963 -1.087541 -3.070424 -0.4 -0.6 -0.2 0.512
H 1.068193 -2.106862 -3.394347 0.0 -0.5 0.2 0.493
O 3.714466 -0.940235 0.671709 1.2 1.0 -3.6 -0.966
H 3.681832 0.005851 0.787856 -0.2 0.3 0.2 0.498
H 3.565738 -1.302949 1.486124 -1.0 -1.4 3.4 0.493
O -0.611633 -2.496580 0.924516 1.8 1.3 -0.7 -1.003
H -0.419805 -1.830578 0.194705 -0.7 -0.9 0.7 0.523
H -1.465750 -2.872804 0.858278 -1.2 -0.2 -0.4 0.487
O 1.558978 -2.344575 2.486755 -0.3 0.2 -0.4 -0.992
H 1.914985 -3.224550 2.572816 0.2 -0.4 0.2 0.460
H 0.766728 -2.481788 1.913455 0.3 0.2 0.4 0.503
O 1.841138 0.757233 1.894098 1.5 -1.4 -1.3 -0.972
H 1.775123 1.667389 2.046287 -0.3 2.1 0.4 0.475
H 1.151158 0.366555 2.395809 -1.1 -0.6 0.9 0.499
O 0.331864 -0.498686 -0.809056 1.2 0.3 -1.7 -1.012
H 1.113099 -0.492744 -0.223850 -0.1 -0.1 -0.3 0.495
H 0.701398 -0.530902 -1.781723 -1.0 -0.4 2.3 0.515
O -2.571118 2.177946 -1.621293 -0.1 1.2 0.7 -0.974
H -3.025588 1.418649 -1.276607 -0.2 -0.7 0.2 0.484
H -2.006626 1.865958 -2.314033 0.6 -0.7 -0.8 0.495
O 3.147370 -2.381006 -1.560612 0.1 0.2 -0.1 -1.015
H 3.575760 -1.971060 -0.771051 -0.4 -0.5 -0.3 0.517
H 3.173298 -3.343562 -1.509415 0.2 0.3 0.3 0.476
```
Forces are in eV/Å.

Summary:
Net charge: 0
ΔE to the lowest compared entry with this formula, charge and spin: 78.2 kJ/mol
Energy: -27041.1364 eV
HOMO: -10.93 eV